Below is 9 unconnected molecules or ions with the total composition C21H29BN8O5, with properties calculated with ωB97M-V with the def2-TZVPD basis set.

```
64
Properties=species:S:1:pos:R:3:mulliken_charge:R:1
O 7.0492 -1.5667 3.8882 -0.480
C 6.1877 -0.7876 3.9485 0.201
C 5.1859 -0.6764 5.0590 -0.344
C 4.1603 -0.0686 4.5116 0.839
C 2.8850 0.2160 5.2266 -0.717
B 1.8329 -0.8686 4.6831 0.499
O 0.6346 -0.5276 4.1176 -0.576
O 2.2318 -2.2014 4.7933 -0.521
C 4.4687 0.2240 3.0891 0.181
O 3.7462 0.4378 2.2070 -0.485
O 5.8474 0.1358 2.9878 -0.385
H 5.3158 -1.0343 6.0533 0.534
H 2.5474 1.2284 5.0643 0.215
H 3.0335 0.0238 6.2784 0.354
H 0.8051 -0.4593 3.1683 0.265
H 2.5769 -2.4765 3.9421 0.317
C 1.5457 0.1973 -0.8051 -0.532
C 0.5444 -0.0197 0.2410 0.457
N -0.2141 -0.1898 1.0791 -0.476
H 2.4930 0.4744 -0.3433 0.233
H 1.6803 -0.7212 -1.3714 0.070
H 1.2361 0.9839 -1.4793 0.275
C -3.5237 -1.4998 1.2385 -0.728
C -4.8709 -1.4846 0.6768 0.340
N -5.9167 -1.4795 0.2460 -0.347
H -3.4088 -2.3695 1.8811 0.315
H -2.7850 -1.5465 0.4421 0.113
H -3.3517 -0.6001 1.8242 0.267
C -7.9120 -2.0978 -2.3469 -0.623
C -8.9192 -1.5286 -3.2375 0.279
N -9.7021 -1.0860 -3.9303 -0.378
H -7.7681 -1.4523 -1.4850 0.201
H -8.2336 -3.0788 -2.0048 0.304
H -6.9659 -2.1968 -2.8745 0.242
C -0.7889 -1.3956 -3.9392 -0.643
C -0.1468 -0.1198 -3.6592 0.556
N 0.3551 0.8759 -3.4405 -0.596
H -1.3573 -1.7185 -3.0699 0.190
H -1.4656 -1.2901 -4.7841 0.317
H -0.0271 -2.1404 -4.1709 0.240
C -5.8233 2.1354 -2.0000 -0.830
C -4.9255 1.0350 -2.3296 0.305
N -4.2278 0.1775 -2.5854 -0.340
H -5.8132 2.8696 -2.7963 0.326
H -6.8354 1.7556 -1.8740 0.276
H -5.5003 2.6079 -1.0752 0.269
C 3.9157 -2.6418 -3.5437 -0.824
C 2.5889 -3.2040 -3.7716 0.409
N 1.5569 -3.6427 -3.9490 -0.459
H 4.6112 -3.0302 -4.2839 0.333
H 3.8748 -1.5576 -3.6262 0.264
H 4.2641 -2.9125 -2.5495 0.267
C -1.6011 3.0246 -4.7953 -0.581
C -2.4798 4.1662 -4.5707 0.266
N -3.1653 5.0538 -4.3958 -0.391
H -0.5878 3.3703 -4.9853 0.311
H -1.5981 2.3827 -3.9218 0.087
H -1.9514 2.4554 -5.6538 0.275
C 6.1005 3.3946 4.4703 -0.666
C 5.1566 3.1327 5.5527 0.406
N 4.4174 2.9288 6.3865 -0.397
H 7.0453 3.7411 4.8829 0.305
H 6.2736 2.4840 3.9007 0.139
H 5.6984 4.1587 3.8088 0.279
```

HOMO-LUMO gap in eV: 9.83
Structure (SMILES): O=C1C=C(CB(O)O)C(=O)O1.CC#N.CC#N.CC#N.CC#N.CC#N.CC#N.CC#N.CC#N
Spin multiplicity: 1
Total charge: 0
E_HOMO in eV: -10.5
Energy in hartree: -1656.7142
LUMO level in eV: -0.69